Entry from the OMol25 dataset: the molecule C5H9N in a non-equilibrium geometry (ωB97M-V with the def2-TZVPD basis set).

Max |F| in Eh/bohr: 0.0374
Highest occupied orbital energy in eV: -8.9
Energy relative to the best compared isomer or geometry (same formula, charge and spin) in kcal per mole: 44.1
Total energy in Eh: -250.59670

Cartesian coordinates (Å):
N1 -0.940 2.550 0.002
C1 -0.389 1.237 0.325
C2 1.369 -2.267 0.795
C3 1.111 -1.238 -0.004
C4 -0.197 -1.029 -0.636
C5 -0.806 0.160 -0.655
H1 -0.227 3.255 -0.070
H2 -1.739 2.902 0.500
H3 -0.598 0.912 1.344
H4 0.690 1.361 0.212
H5 2.334 -2.559 1.179
H6 0.511 -2.821 1.172
H7 1.876 -0.468 -0.056
H8 -0.558 -1.767 -1.342
H9 -1.804 0.249 -1.069

---

Entry from the OMol25 dataset: a structure of composition C41H50AsBrN2RuS in a non-equilibrium geometry (ωB97M-V with the def2-TZVPD basis set).

Max |F| in Eh/bohr: 0.0237
Highest occupied orbital energy (alpha / beta) in eV: -10.0 / -11.0
Multiplicity: 6
Charge: +1
Energy relative to the best compared isomer or geometry (same formula, charge and spin) in kcal per mole: 0.0
Total energy in Eh: -7004.45981

Cartesian coordinates (Å):
Ru1 0.155 0.215 -0.196
C1 1.481 -1.158 1.456
C2 0.292 -0.936 2.218
C3 0.247 0.486 2.515
C4 1.401 1.049 1.918
C5 2.208 0.037 1.316
C6 3.668 0.170 0.976
C7 4.423 0.207 2.320
C8 3.955 1.468 0.210
C9 4.160 -1.026 0.156
C10 -0.668 1.336 3.395
C11 -2.114 1.353 2.873
C12 -0.624 0.854 4.854
C13 -0.203 2.801 3.406
C14 -0.394 -2.171 2.803
C15 0.387 -2.533 4.086
C16 -0.270 -3.375 1.845
C17 -1.881 -2.032 3.145
H1 1.854 -2.129 1.173
H2 1.730 2.068 2.042
H3 4.143 1.085 2.905
H4 5.497 0.247 2.129
H5 4.210 -0.684 2.914
H6 3.657 2.346 0.788
H7 3.431 1.476 -0.748
H8 5.025 1.544 0.015
H9 4.122 -1.948 0.738
H10 5.195 -0.862 -0.144
H11 3.561 -1.154 -0.747
H12 -2.575 0.368 2.864
H13 -2.128 1.755 1.862
H14 -2.728 2.005 3.498
H15 -1.007 -0.155 4.976
H16 -1.233 1.516 5.472
H17 0.399 0.885 5.231
H18 -0.238 3.243 2.406
H19 0.804 2.906 3.811
H20 -0.873 3.377 4.045
H21 1.454 -2.620 3.878
H22 0.036 -3.496 4.463
H23 0.255 -1.785 4.866
H24 0.732 -3.803 1.853
H25 -0.528 -3.099 0.823
H26 -0.955 -4.160 2.167
H27 -2.097 -1.149 3.734
H28 -2.192 -2.898 3.731
H29 -2.485 -2.014 2.237
N1 -6.133 -3.189 -1.662
C18 -5.137 -2.812 -2.473
S1 -5.267 -2.830 -4.117
C19 -3.906 -2.311 -1.817
C20 -3.954 -1.538 -0.656
C21 -2.779 -1.039 -0.132
N2 -1.577 -1.311 -0.647
C22 -1.525 -2.074 -1.746
C23 -2.654 -2.569 -2.367
H30 -6.997 -3.509 -2.067
H31 -5.999 -3.276 -0.668
H32 -4.894 -1.272 -0.190
H33 -2.797 -0.390 0.737
H34 -0.541 -2.284 -2.144
H35 -2.574 -3.144 -3.278
Br1 1.348 0.088 -2.297
C24 -2.677 1.225 -5.361
C25 -1.565 2.020 -5.129
C26 -1.184 2.330 -3.832
C27 -1.932 1.867 -2.753
C28 -3.027 1.042 -2.994
C29 -3.402 0.725 -4.290
As1 -1.356 2.238 -0.920
C30 -2.937 3.079 -0.131
C31 -4.147 2.391 -0.070
C32 -5.244 2.951 0.565
C33 -5.138 4.200 1.160
C34 -3.932 4.883 1.120
C35 -2.833 4.322 0.486
C36 -0.176 3.755 -1.179
C37 1.151 3.639 -0.779
C38 2.048 4.673 -1.002
C39 1.615 5.834 -1.622
C40 0.289 5.960 -2.019
C41 -0.605 4.926 -1.802
H36 -2.970 0.982 -6.374
H37 -0.981 2.396 -5.959
H38 -0.292 2.917 -3.669
H39 -3.593 0.627 -2.170
H40 -4.253 0.078 -4.460
H41 -4.242 1.413 -0.524
H42 -6.182 2.411 0.595
H43 -5.995 4.636 1.656
H44 -3.843 5.856 1.584
H45 -1.892 4.856 0.472
H46 1.483 2.724 -0.301
H47 3.082 4.570 -0.697
H48 2.311 6.643 -1.800
H49 -0.046 6.867 -2.505
H50 -1.636 5.017 -2.123

---

Entry from the OMol25 dataset: the ion C2H6IN2O with charge +1 in a non-equilibrium geometry (ωB97M-V with the def2-TZVPD basis set).

Max |F| in Eh/bohr: 0.0812
Highest occupied orbital energy in eV: -13.7
Charge: +1
Energy relative to the best compared isomer or geometry (same formula, charge and spin) in kcal per mole: 17.6
Total energy in Eh: -561.95339

Cartesian coordinates (Å):
C1 1.078 -0.098 0.011
C2 -1.229 -0.654 -0.140
N1 2.321 -0.833 0.230
N2 0.975 1.262 0.037
O1 0.168 -0.991 -0.140
I1 4.183 0.015 -0.130
H1 -1.329 0.117 0.482
H2 -1.709 -1.582 0.256
H3 -1.515 -0.347 -1.184
H4 2.307 -1.859 0.348
H5 1.887 1.602 0.208
H6 0.418 1.874 -0.583

---

Entry from the OMol25 dataset: a cluster of 2 separate species, C3H7O3 in total in a non-equilibrium geometry (ωB97M-V with the def2-TZVPD basis set).

Max |F| in Eh/bohr: 0.1018
Highest occupied orbital energy in eV: -4.1
Charge: -1
Energy relative to the best compared isomer or geometry (same formula, charge and spin) in kcal per mole: 40.6
Total energy in Eh: -344.24551

Cartesian coordinates (Å):
C1 -1.679 -0.113 2.117
O1 -0.344 0.187 2.532
H1 0.194 0.408 1.843
H2 -2.301 0.612 2.497
H3 -1.652 -0.217 1.031
H4 -1.964 -1.031 2.471
C2 1.152 -0.294 -2.382
C3 0.852 0.445 -0.949
O2 1.729 0.182 -0.071
O3 -0.133 1.223 -1.044
H5 0.423 -0.643 -3.041
H6 1.864 -1.254 -2.211
H7 1.860 0.494 -2.792

---

Entry from the OMol25 dataset: a cluster of 2 separate species, C2H3NO2 in total in a non-equilibrium geometry (ωB97M-V with the def2-TZVPD basis set).

Max |F| in Eh/bohr: 0.1124
Highest occupied orbital energy in eV: -8.3
Energy relative to the best compared isomer or geometry (same formula, charge and spin) in kcal per mole: 144.6
Total energy in Eh: -283.02751

Cartesian coordinates (Å):
C1 -1.750 -0.492 0.254
C2 0.412 -0.239 -0.239
N1 0.731 1.068 -0.088
O1 -2.551 0.354 0.113
O2 0.851 0.196 0.980
H1 -1.876 -1.519 0.757
H2 0.706 -1.062 -0.849
H3 1.643 1.293 -0.395

---

Entry from the OMol25 dataset: a cluster of 3 separate species, C10H24IN3O4P in total in a non-equilibrium geometry (ωB97M-V with the def2-TZVPD basis set).

Max |F| in Eh/bohr: 0.0950
Highest occupied orbital energy in eV: -2.8
Charge: -1
Total energy in Eh: -1499.69014

Cartesian coordinates (Å):
C1 4.485 0.102 0.880
C2 3.817 1.638 0.881
C3 2.655 1.720 -0.226
O1 1.460 2.451 -0.077
C4 1.070 3.095 1.121
N1 -0.220 2.736 1.787
P1 -0.717 1.073 1.836
O2 0.268 -0.071 0.981
I1 -2.811 1.106 0.435
H1 3.561 -0.626 1.078
H2 5.228 0.093 1.788
H3 5.001 -0.077 -0.152
H4 3.542 1.834 1.997
H5 4.677 2.413 0.588
H6 2.356 0.593 -0.495
H7 3.189 2.103 -1.228
H8 1.859 3.180 2.008
H9 0.916 4.251 0.829
H10 -0.230 -0.949 0.831
C5 -5.669 2.906 -2.546
C6 -6.035 1.510 -2.970
O3 -6.731 0.773 -2.277
N2 -5.564 1.070 -4.174
C7 -4.740 1.786 -5.118
H11 -6.113 3.120 -1.568
H12 -4.585 2.997 -2.459
H13 -6.058 3.629 -3.266
H14 -5.847 0.123 -4.398
H15 -5.282 1.846 -6.065
H16 -3.818 1.219 -5.264
H17 -4.495 2.793 -4.778
C8 1.153 -5.323 3.007
C9 1.108 -4.232 1.973
O4 0.134 -4.054 1.246
N3 2.203 -3.423 1.858
C10 3.428 -3.478 2.617
H18 0.215 -5.887 2.986
H19 1.973 -6.010 2.789
H20 1.272 -4.889 4.002
H21 2.106 -2.710 1.144
H22 3.558 -2.518 3.124
H23 4.255 -3.632 1.919
H24 3.425 -4.280 3.357

---

Entry from the OMol25 dataset: the molecule C5H8O2S2 in a non-equilibrium geometry (ωB97M-V with the def2-TZVPD basis set).

Max |F| in Eh/bohr: 0.1116
Highest occupied orbital energy in eV: -8.0
Energy relative to the best compared isomer or geometry (same formula, charge and spin) in kcal per mole: 26.9
Total energy in Eh: -1142.09765

Cartesian coordinates (Å):
C1 0.226 1.115 2.664
C2 0.390 0.109 1.586
C3 0.240 -0.316 -0.772
C4 0.382 0.454 -2.015
C5 -1.085 -1.111 -0.833
H1 -0.575 1.839 2.420
H2 0.353 0.727 3.865
H3 1.142 1.974 2.577
H4 1.210 -0.984 -0.620
H5 -0.115 1.316 -1.890
H6 1.295 0.692 -2.341
H7 -1.966 -0.536 -0.834
H8 -1.132 -2.083 -0.036
O1 0.471 -1.147 1.771
O2 0.266 0.566 0.341
S1 0.074 -0.612 -3.449
S2 -1.175 -2.002 -2.437

---

Entry from the OMol25 dataset: a structure of composition C24H43NO2P2Yb in a non-equilibrium geometry (ωB97M-V with the def2-TZVPD basis set).

Max |F| in Eh/bohr: 0.0679
Highest occupied orbital energy (alpha / beta) in eV: -9.5 / -9.5
Multiplicity: 2
Charge: +1
Energy relative to the best compared isomer or geometry (same formula, charge and spin) in kcal per mole: 0.0
Total energy in Eh: -2986.53283

Cartesian coordinates (Å):
Yb1 -0.859 0.682 2.917
C1 0.751 0.046 5.063
C2 1.765 0.559 4.218
C3 0.106 2.156 4.368
C4 -0.277 1.037 5.174
C5 1.346 1.819 3.736
C6 0.842 -1.186 5.884
H1 1.546 -1.908 5.438
H2 -0.135 -1.688 5.986
H3 1.209 -0.964 6.908
C7 -1.555 0.906 5.902
H4 -1.679 -0.099 6.331
H5 -2.453 1.125 5.292
H6 -1.550 1.632 6.731
C8 -0.841 3.210 3.905
H7 -0.881 3.954 4.710
H8 -1.894 2.874 3.749
H9 -0.499 3.745 3.003
C9 2.111 2.725 2.846
H10 2.701 3.457 3.431
H11 1.443 3.300 2.185
H12 2.819 2.166 2.216
C10 3.130 -0.007 4.054
H13 3.878 0.467 4.714
H14 3.485 0.129 3.027
H15 3.149 -1.077 4.275
C11 -0.796 -2.371 1.321
C12 0.246 -2.676 2.094
C13 1.692 -2.643 1.725
C14 2.122 -1.777 0.506
C15 1.761 -0.336 0.567
C16 0.605 0.212 0.155
C17 -0.555 -0.505 -0.478
C18 -0.800 -2.001 -0.135
H16 2.036 -3.672 1.513
H17 1.727 -2.245 -0.406
H18 2.249 -2.343 2.625
H19 -0.116 -2.649 -0.709
H20 -1.794 -2.456 1.779
H21 0.045 -3.059 3.114
H22 -1.821 -2.247 -0.491
H23 -1.478 0.047 -0.224
H24 0.502 1.313 0.163
H25 -0.505 -0.434 -1.584
H26 3.227 -1.843 0.465
H27 2.550 0.327 0.949
P1 -1.098 -0.621 -4.523
P2 -0.785 2.049 -5.979
C19 -1.126 -0.709 -6.412
C20 -1.482 0.650 -7.022
H28 -1.874 -1.463 -6.706
H29 -0.127 -1.048 -6.739
H30 -1.071 0.730 -8.041
H31 -2.576 0.797 -7.062
C21 -1.579 3.401 -6.947
H32 -1.129 4.345 -6.619
H33 -2.653 3.404 -6.722
H34 -1.417 3.257 -8.024
C22 0.857 2.119 -6.840
H35 0.707 2.116 -7.930
H36 1.483 1.268 -6.538
H37 1.339 3.057 -6.530
C23 -2.569 -1.688 -4.240
H38 -2.650 -1.919 -3.171
H39 -2.482 -2.614 -4.821
H40 -3.466 -1.140 -4.555
C24 0.248 -1.835 -4.252
H41 1.195 -1.382 -4.565
H42 0.071 -2.745 -4.834
H43 0.315 -2.083 -3.187
O1 -2.321 -2.433 5.350
N1 -2.381 -2.209 4.155
O2 -1.981 -1.007 3.742

---

Entry from the OMol25 dataset: a structure of composition C3H7ClNO in a non-equilibrium geometry (ωB97M-V with the def2-TZVPD basis set).

Max |F| in Eh/bohr: 0.0953
Highest occupied orbital energy (alpha / beta) in eV: -2.9 / -3.1
Charge: -1
Energy relative to the best compared isomer or geometry (same formula, charge and spin) in kcal per mole: 143.8
Total energy in Eh: -708.58377

Cartesian coordinates (Å):
C1 0.306 0.046 1.595
C2 0.368 -1.194 -0.539
C3 -0.341 -0.219 0.261
N1 -0.254 1.689 -1.040
O1 0.392 1.350 -2.045
Cl1 -2.308 2.034 -1.735
H1 1.161 -0.627 1.613
H2 0.484 1.232 1.512
H3 -0.225 -0.020 2.539
H4 1.031 -1.846 0.043
H5 1.090 -0.721 -1.185
H6 -0.369 -1.772 -1.194
H7 -1.334 0.047 0.174

---

Entry from the OMol25 dataset: the molecule C5H8O in a non-equilibrium geometry (ωB97M-V with the def2-TZVPD basis set).

Max |F| in Eh/bohr: 0.0307
Highest occupied orbital energy in eV: -8.3
Energy relative to the best compared isomer or geometry (same formula, charge and spin) in kcal per mole: 114.4
Total energy in Eh: -270.37553

Cartesian coordinates (Å):
C1 -1.552 0.234 0.324
C2 -0.096 -0.057 0.196
C3 0.671 0.579 -0.954
C4 0.990 0.893 0.491
C5 1.009 -1.915 -0.062
O1 -0.001 -1.435 0.623
H1 -1.735 1.266 0.038
H2 -2.136 -0.430 -0.325
H3 -1.866 0.065 1.356
H4 1.421 0.037 -1.527
H5 0.118 1.323 -1.531
H6 0.693 1.838 0.923
H7 1.921 0.463 0.853
H8 0.564 -2.862 -0.405

---

Entry from the OMol25 dataset: a structure of composition C25H64HgO27S8 in a non-equilibrium geometry (ωB97M-V with the def2-TZVPD basis set).

Max |F| in Eh/bohr: 0.1294
Highest occupied orbital energy in eV: -7.2
Energy relative to the best compared isomer or geometry (same formula, charge and spin) in kcal per mole: 125.0
Total energy in Eh: -6361.02073

Cartesian coordinates (Å):
Hg1 0.945 -0.911 2.472
C1 0.433 0.208 -0.001
O1 0.114 0.563 -1.139
O2 -0.424 0.004 0.902
O3 1.551 -0.178 0.295
O4 1.370 -2.961 1.463
S1 1.680 -3.592 0.105
O5 2.986 -3.346 -0.479
O6 1.359 -5.167 0.263
C2 0.038 -5.484 0.683
C3 -0.806 -6.255 -0.302
C4 0.478 -3.012 -1.196
H1 -0.532 -4.726 1.220
H2 0.250 -6.061 1.583
H3 -1.678 -6.674 0.201
H4 -0.296 -7.059 -0.833
H5 -1.158 -5.671 -1.152
H6 0.064 -3.782 -1.847
H7 0.899 -2.256 -1.860
H8 -0.372 -2.582 -0.668
O7 1.803 -0.005 -5.117
S2 2.373 1.294 -4.987
O8 3.786 1.579 -5.448
O9 1.279 2.402 -5.474
C5 0.629 2.039 -6.721
C6 -0.735 2.839 -6.826
C7 2.183 1.928 -3.328
H9 0.392 0.978 -6.644
H10 1.242 2.259 -7.595
H11 -1.431 2.590 -6.026
H12 -1.207 2.583 -7.774
H13 -0.632 3.924 -6.833
H14 2.440 2.984 -3.245
H15 2.827 1.285 -2.727
H16 1.149 1.742 -3.038
O10 -3.953 -2.952 2.837
S3 -2.848 -2.307 2.132
O11 -1.408 -2.417 2.557
O12 -2.850 -2.704 0.499
C8 -4.077 -2.896 -0.198
C9 -3.993 -3.463 -1.609
C10 -3.294 -0.450 1.896
H17 -4.542 -1.911 -0.192
H18 -4.721 -3.448 0.488
H19 -4.968 -3.804 -1.957
H20 -3.370 -4.352 -1.512
H21 -3.337 -2.876 -2.253
H22 -2.807 0.043 1.054
H23 -2.965 0.038 2.813
H24 -4.377 -0.523 1.802
O13 5.102 -1.473 4.830
S4 4.449 -1.715 3.498
O14 3.017 -1.442 3.315
O15 5.375 -1.057 2.282
C11 4.897 -1.174 0.912
C12 6.127 -0.516 0.306
C13 4.668 -3.457 3.151
H25 3.994 -0.586 0.751
H26 4.759 -2.235 0.703
H27 6.995 -0.739 0.926
H28 6.109 0.572 0.237
H29 6.286 -0.785 -0.738
H30 5.722 -3.734 3.134
H31 4.021 -3.733 2.319
H32 4.331 -4.018 4.022
O16 2.028 1.068 3.114
S5 2.589 2.441 3.007
O17 2.382 3.407 4.067
O18 4.183 2.419 2.640
C14 5.144 2.289 3.634
C15 6.452 2.852 2.984
C16 2.030 3.131 1.464
H33 5.344 1.235 3.830
H34 4.898 2.922 4.487
H35 7.202 3.107 3.733
H36 6.333 3.777 2.421
H37 6.841 2.210 2.194
H38 1.030 3.508 1.676
H39 2.116 2.419 0.643
H40 2.758 3.873 1.133
O19 -0.303 0.618 6.287
S6 -0.929 0.997 5.031
O20 -0.512 0.495 3.692
O21 -2.601 0.651 5.176
C17 -3.230 0.816 6.393
C18 -4.659 1.074 6.221
C19 -1.175 2.809 5.076
H41 -2.784 1.700 6.849
H42 -3.055 -0.094 6.967
H43 -5.176 1.237 7.166
H44 -5.243 0.277 5.760
H45 -4.837 1.965 5.618
H46 -2.167 3.060 4.703
H47 -0.367 3.405 4.652
H48 -1.323 3.036 6.132
O22 -2.144 5.071 1.965
S7 -3.267 4.641 1.135
O23 -4.470 5.431 0.908
O24 -2.671 4.207 -0.397
C20 -1.367 3.771 -0.426
C21 -0.772 4.477 -1.606
C22 -3.718 2.946 1.690
H49 -1.430 2.705 -0.646
H50 -0.796 4.013 0.470
H51 -1.129 5.502 -1.495
H52 -1.243 4.146 -2.532
H53 0.297 4.366 -1.782
H54 -2.707 2.573 1.857
H55 -4.290 2.501 0.876
H56 -4.287 3.246 2.570
O25 -3.413 -2.449 -4.553
S8 -2.018 -2.039 -4.443
O26 -1.015 -2.991 -3.925
O27 -1.527 -1.605 -5.992
C23 -2.023 -2.240 -7.091
C24 -3.295 -1.635 -7.590
C25 -1.771 -0.421 -3.567
H57 -2.081 -3.313 -6.908
H58 -1.220 -2.040 -7.801
H59 -4.107 -2.343 -7.426
H60 -3.331 -1.511 -8.673
H61 -3.597 -0.670 -7.181
H62 -2.381 0.365 -4.012
H63 -0.711 -0.171 -3.616
H64 -1.826 -0.603 -2.494

---

Entry from the OMol25 dataset: a cluster of 2 separate species, C9H17N3O in total in a non-equilibrium geometry (ωB97M-V with the def2-TZVPD basis set).

Max |F| in Eh/bohr: 0.0528
Highest occupied orbital energy (alpha / beta) in eV: -15.3 / -15.3
Charge: +2
Energy relative to the best compared isomer or geometry (same formula, charge and spin) in kcal per mole: 139.7
Total energy in Eh: -591.74657

Cartesian coordinates (Å):
C1 -1.474 1.304 -3.073
C2 -1.821 0.186 -2.516
C3 0.971 -0.350 -3.327
C4 -0.428 0.804 2.685
C5 0.159 1.231 1.332
C6 0.148 -1.052 0.190
C7 0.329 -0.347 3.345
C8 -0.224 -1.787 1.494
C9 -0.365 0.392 0.163
N1 2.064 -0.465 -2.714
N2 -0.470 0.647 -2.248
N3 0.062 1.036 -1.086
O1 0.647 -1.433 2.528
H1 -1.582 2.199 -3.645
H2 -2.470 -0.625 -2.274
H3 0.615 -0.967 -4.138
H4 -0.379 1.647 3.375
H5 -1.486 0.558 2.564
H6 -0.122 2.273 1.166
H7 1.249 1.173 1.371
H8 1.238 -1.054 0.127
H9 -0.254 -1.615 -0.652
H10 1.292 -0.016 3.754
H11 -0.263 -0.702 4.208
H12 -1.272 -1.602 1.757
H13 -0.078 -2.860 1.344
H14 -1.466 0.384 0.191
H15 2.789 -1.152 -2.957
H16 2.294 0.170 -1.946
H17 0.300 2.022 -1.020